# C33H35B2F4GeN4O9Ti

A molecular structure, C33H35B2F4GeN4O9Ti (ωB97M-V/def2-TZVPD, the Open Molecules 2025 dataset).

```
89
C33H35B2F4GeN4O9Ti (ωB97M-V/def2-TZVPD)
H 1.60 -3.37 0.81
H -4.44 0.87 1.70
H -0.79 4.85 2.82
F 0.72 -0.55 -6.04
C 2.51 -0.87 2.99
C 3.17 -1.82 -2.50
C -1.60 3.10 3.77
C 4.85 3.28 2.16
H 2.79 -3.45 -0.49
H 3.60 -0.97 -3.04
C -1.60 -3.31 -3.11
H -2.30 -5.31 -1.18
H -2.17 3.66 4.49
H -1.36 2.54 0.16
O -1.27 2.95 -3.36
C -0.10 1.64 1.92
O -2.41 0.76 -0.03
C -3.92 1.41 -1.68
F -1.65 -2.67 2.33
H -4.88 1.92 -1.77
N 1.02 -0.68 -2.54
H 3.89 -2.17 -1.76
O -2.78 -0.37 -2.77
N 0.52 -0.94 0.04
N -0.84 -2.17 -3.39
H -0.92 -0.10 2.87
B -1.06 -2.56 1.11
C 4.44 -0.31 4.30
H -3.78 -4.60 -1.85
C 3.42 -1.16 4.03
C 4.59 0.89 3.56
O -4.61 0.40 -3.75
H 1.70 -1.56 2.82
H 3.00 -2.60 -3.23
H 3.03 -2.35 0.87
C 1.88 1.66 -0.72
H 4.95 4.22 1.62
O -0.21 -2.12 -4.54
H 0.53 3.57 1.19
C 3.84 2.42 1.84
H -3.90 3.58 0.54
H 6.57 3.66 3.42
C 2.62 0.25 2.21
C -2.90 -4.40 -1.24
H -1.19 -5.23 -3.94
H 1.14 1.58 -1.52
O -0.03 -1.53 1.21
C 1.55 -1.73 -0.54
C -4.44 1.46 0.78
C -1.83 -4.37 -4.13
H 6.32 1.54 4.66
B 0.33 -0.65 -4.76
F -0.79 0.12 -4.38
O -2.16 -2.10 0.13
C -1.54 2.25 -2.43
F -0.59 -3.77 0.60
C 5.77 2.97 3.18
H -2.87 -4.71 -4.08
C -0.07 3.04 1.91
C -3.81 0.47 -2.86
H -4.08 -0.41 -0.38
C -1.63 1.71 3.77
C -3.80 0.64 -0.34
H -5.47 1.75 0.56
O -0.71 1.28 -2.00
Ge 1.24 0.72 0.86
Ti -1.04 -0.55 -2.13
C 5.63 1.80 3.86
C 1.89 -1.40 -1.86
H -1.62 -4.00 -5.13
C -2.76 2.45 -1.55
C 3.67 1.18 2.52
H 5.15 -0.52 5.09
H -3.07 2.78 1.88
C -0.82 3.76 2.83
H 2.82 1.22 -1.05
H 3.29 -2.06 4.61
H 2.06 2.72 -0.53
O 1.42 -0.42 -3.83
H 3.16 2.70 1.05
C -2.35 2.20 -0.09
H -2.24 1.19 4.50
C -2.10 -3.30 -1.85
C -0.89 0.98 2.86
C -3.46 2.64 0.87
H -3.22 -4.14 -0.24
H -3.12 3.46 -1.74
C 2.28 -2.79 0.21
N -1.78 -2.15 -1.14
```

Frontier orbital gap (alpha / beta): 7.0 / 5.5 eV
Energy relative to the best compared isomer or geometry (same formula, charge and spin): 242.0 kJ/mol
Spin multiplicity: 4
Net charge: 0
HOMO (alpha / beta): -7.95 / -8.54 eV
Expectation value of S²: 3.78
Largest force on an atom: 1.44 eV Å⁻¹

# C33H35Br2CoGeNOP2

A molecular structure, C33H35Br2CoGeNOP2 (ωB97M-V/def2-TZVPD, the Open Molecules 2025 dataset).

```
76
C33H35Br2CoGeNOP2 (ωB97M-V/def2-TZVPD)
H 2.50 -3.15 -0.95
C 1.72 -1.89 2.11
H 2.09 4.99 -0.45
C 3.88 0.35 -1.09
H -0.72 5.33 0.26
C -3.04 0.77 3.61
C -3.95 0.84 2.61
C -0.91 4.26 0.35
H -1.92 4.04 0.00
H 3.02 3.03 -1.75
H -4.83 -1.85 -0.40
C -2.86 -2.80 2.20
H 0.78 3.51 -3.01
C -4.36 1.05 0.13
H -4.98 -2.82 1.88
Ge 0.19 -1.35 -0.32
C 2.72 -2.51 2.85
H 4.00 3.26 -0.32
H 1.03 -1.21 2.61
H 4.86 0.72 -0.78
Br -0.44 0.72 4.78
C 1.53 -1.78 -4.29
H 3.82 -0.72 -0.88
H -2.64 -1.24 -1.33
C 2.57 -2.94 0.11
C -1.51 -1.89 0.39
H 2.34 -1.38 -4.89
H 2.78 -2.34 3.92
C -4.01 -2.57 1.46
C 3.00 3.00 -0.66
C -2.43 1.10 -1.27
H -4.45 1.20 -2.00
H 0.79 -3.06 -5.84
H 1.96 3.97 0.99
C -1.16 0.95 2.07
H -0.92 3.84 -2.66
C 1.37 -1.36 -2.97
H -0.83 3.97 1.40
C -3.82 1.13 -1.12
C 1.63 -2.11 0.73
H -0.73 -2.65 2.26
H 0.31 5.07 -2.32
H -2.92 -3.24 3.18
H 2.05 -0.61 -2.57
C -0.53 -2.82 -2.72
H 2.50 1.62 2.24
P 0.30 3.34 -0.63
H -1.04 -3.99 -4.45
H 4.30 -4.19 0.37
H 4.43 -3.81 2.81
H 3.41 0.16 1.83
Co 0.37 1.10 -0.18
C -3.93 -2.01 0.19
H -1.32 -3.26 -2.12
C 0.34 -1.87 -2.17
H 4.18 1.75 1.62
C 0.10 4.00 -2.32
C -1.65 0.83 3.35
O 0.13 1.01 1.74
P 2.63 1.27 -0.16
H 3.76 0.51 -2.16
C -2.69 -1.68 -0.34
C -2.14 0.98 1.04
H -1.96 1.11 -2.25
C 3.24 1.20 1.55
C 3.58 -3.55 0.86
C 1.94 3.96 -0.11
C 3.65 -3.33 2.23
C -0.36 -3.25 -4.04
N -1.62 1.03 -0.23
C -1.61 -2.46 1.67
C -3.53 0.96 1.27
H -5.44 1.04 0.27
C 0.66 -2.73 -4.82
Br -5.79 0.75 3.01
H -3.38 0.68 4.64
```

Frontier orbital gap (alpha / beta): 7.0 / 6.5 eV
Spin multiplicity: 3
Net charge: +1
HOMO (alpha / beta): -10.10 / -10.48 eV
Expectation value of S²: 2.04
Largest force on an atom: 0.93 eV Å⁻¹

# C33H35Br2N5O3SbW

A molecular structure, C33H35Br2N5O3SbW (ωB97M-V/def2-TZVPD, the Open Molecules 2025 dataset).

```
80
C33H35Br2N5O3SbW (ωB97M-V/def2-TZVPD)
H 1.17 4.29 1.55
H 0.81 3.34 4.04
H 2.11 2.59 4.96
C -1.14 -1.52 -1.85
H -2.90 1.77 3.26
N -0.82 -4.79 1.47
H 0.47 4.12 -0.06
C -0.92 -3.90 0.39
C 4.93 -0.62 -1.16
H 6.27 -0.05 0.41
H 3.35 -1.22 -2.50
C -2.57 -2.63 -3.48
Sb 0.65 1.68 1.19
C -0.04 -2.23 -2.44
C 3.63 -0.98 -1.48
H 2.66 3.46 -0.99
C 5.26 -0.34 0.16
H -0.39 -6.40 0.25
H 1.81 1.82 -3.38
C 2.62 3.83 0.03
H 2.47 3.46 3.47
Br -4.87 4.40 -2.42
H -3.56 -2.80 -3.87
H -1.63 -3.91 -4.91
C 1.60 1.51 3.18
H -0.50 -5.12 3.48
H 5.67 -0.56 -1.94
C 1.31 1.24 -2.61
C -4.14 1.17 0.05
C -2.71 2.58 -1.95
C 4.31 -0.47 1.16
C 1.75 2.81 3.95
C -2.39 -1.78 -2.39
Br -5.06 0.17 1.37
C -1.93 3.20 -2.94
H 1.91 1.30 -1.70
C -1.24 2.43 2.05
C -0.98 -6.18 1.14
C -4.74 2.23 -0.62
N 1.29 -1.26 -0.83
H 1.30 0.20 -2.94
H -1.32 1.35 3.93
H -5.75 2.51 -0.38
C -0.38 -2.16 1.91
N -0.68 -2.58 0.67
C 3.00 -0.81 0.85
O -1.18 -4.30 -0.72
H -0.65 -6.80 1.97
N -0.80 1.11 -1.39
O -2.12 -0.13 0.42
H -0.12 -2.70 4.00
H 2.93 4.87 0.02
H 2.58 1.05 3.05
H -3.27 -1.30 -1.96
H -2.02 -6.39 0.90
O -0.06 -0.91 1.92
N 1.20 -2.06 -1.93
C -1.48 -3.26 -4.06
C -2.11 1.51 -1.22
C -0.21 -3.08 -3.55
C -0.08 1.74 -2.40
C 2.65 -1.03 -0.49
H -1.90 2.66 1.21
H 2.27 -0.98 1.63
H 0.64 -3.60 -3.95
H -2.34 4.00 -3.52
W -0.42 -0.53 -0.12
C -1.89 1.44 3.00
C 1.23 3.72 0.62
H -1.03 3.37 2.57
C -2.82 0.81 -0.23
C -0.56 -4.37 2.72
C -0.63 2.75 -3.16
H 3.34 3.27 0.64
H 0.96 0.80 3.73
H -1.99 0.44 2.55
C -4.03 2.92 -1.59
H 4.59 -0.32 2.19
C -0.34 -3.05 3.01
H -0.04 3.21 -3.94
```

Frontier orbital gap (alpha / beta): 5.4 / 5.6 eV
Energy relative to the best compared isomer or geometry (same formula, charge and spin): 39.7 kJ/mol
Net charge: +1
HOMO (alpha / beta): -9.46 / -9.65 eV
Largest force on an atom: 4.36 eV Å⁻¹

# C33H35Cl5N4P2Re

A molecular structure, C33H35Cl5N4P2Re (ωB97M-V/def2-TZVPD, the Open Molecules 2025 dataset).

```
80
C33H35Cl5N4P2Re (ωB97M-V/def2-TZVPD)
H -0.89 3.49 -0.13
C -3.49 -2.16 -1.92
C 1.30 2.12 2.09
C 5.31 0.29 -1.29
C 0.78 -0.94 4.08
Cl 2.49 -0.66 3.93
H 2.20 -1.71 1.63
C -2.08 2.51 1.38
C -0.10 -1.06 2.99
C 3.33 0.94 -2.13
H -5.87 -0.72 -3.73
P 1.42 -1.11 -0.82
C -1.07 -1.56 5.61
H 4.34 -1.15 0.13
C 2.04 -2.90 -3.08
H 2.53 1.40 -2.71
N -1.82 1.24 -2.37
H 6.38 0.19 -1.10
C 4.28 -0.40 -0.65
C -0.69 -1.22 -2.39
C -5.08 -0.99 -3.06
H 2.14 2.81 3.97
C 4.71 1.15 -2.24
H -2.24 4.41 -3.31
H -0.77 4.26 1.45
C 2.87 -3.97 -3.38
C 0.47 2.50 1.07
C -2.07 3.34 -3.25
H -1.30 0.29 -4.24
P -1.55 -0.37 -0.96
H -1.50 2.00 4.73
H 1.24 -2.48 -3.66
C -1.77 2.46 -4.31
C 1.22 2.42 3.53
H 0.04 4.14 3.15
H 5.20 1.84 -2.93
C 0.01 3.31 3.86
H 4.22 -5.15 -2.04
H 1.07 1.46 4.05
H 0.65 0.63 -2.23
H -2.37 2.86 -1.07
Cl 1.22 -0.75 6.76
H 1.20 -3.02 2.33
C -4.27 -0.10 -2.32
H 0.68 2.00 0.12
H -3.29 2.52 3.20
N 2.29 -2.49 -1.77
C 3.24 -3.34 -1.24
C 1.48 -2.53 1.40
H 1.93 1.25 1.87
H 2.00 -3.25 0.77
C -0.81 3.28 0.95
Cl -1.64 -1.86 7.19
H -1.68 2.67 -5.38
H 2.88 -4.49 -4.32
Cl -3.47 -2.43 4.67
H -0.58 -2.26 -2.02
C -4.57 -2.30 -2.79
H -2.08 1.45 0.99
H -2.80 -2.89 -1.54
C 0.25 -1.09 5.40
H 3.53 -3.27 -0.21
H -4.29 0.98 -2.34
H 0.12 3.70 4.89
H -2.97 3.01 0.97
C -1.41 -1.36 3.24
C -2.12 2.55 -2.08
C -1.92 -1.72 4.51
C 3.60 -4.28 -2.20
Re -0.21 -1.49 0.64
C 0.67 -0.48 -2.39
C -1.61 1.19 -3.74
H -1.21 -1.28 -3.37
N 3.06 0.00 -1.15
H -4.91 -3.23 -3.23
Cl -2.39 -1.68 1.79
C -1.24 2.46 3.77
C -2.23 2.52 2.86
H 1.28 -0.67 -3.29
N -3.31 -0.82 -1.62
```

Frontier orbital gap (alpha / beta): 4.0 / 3.5 eV
Energy relative to the best compared isomer or geometry (same formula, charge and spin): 572.8 kJ/mol
Spin multiplicity: 4
Net charge: +2
HOMO (alpha / beta): -12.73 / -12.72 eV
Expectation value of S²: 3.81
Largest force on an atom: 9.62 eV Å⁻¹

# C33H35ClEuN2O2P2

A molecular structure, C33H35ClEuN2O2P2 (ωB97M-V/def2-TZVPD, the Open Molecules 2025 dataset).

```
76
C33H35ClEuN2O2P2 (ωB97M-V/def2-TZVPD)
H 3.84 4.11 -0.90
C 5.42 0.73 -1.78
C -0.46 4.46 -1.13
C 1.22 -1.32 2.70
H 6.27 3.97 -1.66
H -0.10 6.67 -0.91
H 4.54 -5.15 -2.34
C -2.43 -5.92 -1.21
N 1.47 3.21 -0.95
C 6.17 1.89 -1.98
H 1.80 -1.25 0.64
H -0.32 -5.41 -0.96
C -1.37 -5.03 -1.00
H 7.13 1.83 -2.48
P -2.16 1.74 2.53
H -2.19 -2.75 1.43
H -1.58 4.04 3.08
N 0.14 3.24 -1.02
H -3.36 3.82 3.15
C -0.20 -2.12 0.87
H 3.56 -0.17 -1.27
C -2.90 3.58 -1.24
C 4.31 3.15 -1.15
H 5.89 -0.28 -1.89
P -0.32 -2.39 -0.91
H -0.11 1.94 3.70
H -4.99 -3.70 -1.48
H 0.54 -1.90 4.68
H -3.87 1.69 4.23
C -1.17 -2.49 1.80
H -2.56 3.95 1.63
C 3.50 1.97 -1.07
C 3.63 -4.63 -2.00
O 1.34 0.90 -1.02
H 1.47 -2.15 -3.00
Eu -1.18 0.83 -0.19
H -4.99 3.22 -1.91
H 1.34 5.56 -0.76
H 1.45 -4.58 0.57
H -2.16 -6.97 -1.27
H 3.38 -5.72 -0.19
C 1.87 -4.26 -0.37
C 0.33 -1.88 3.60
C 5.64 3.07 -1.54
O -2.69 2.32 -1.03
C -2.96 -3.28 -0.97
C -3.71 1.15 3.30
H -4.57 1.33 2.64
C -0.88 -2.44 3.16
C 0.40 5.75 -1.27
Cl -3.41 -1.58 -0.77
C -1.08 1.55 3.98
H -4.54 -6.20 -1.51
C 2.02 1.99 -0.93
H 2.05 -0.66 3.03
C -2.42 3.55 2.61
H 0.65 5.95 -2.32
H -0.97 0.51 4.26
H -1.60 -2.74 3.90
C 1.02 -1.53 1.35
H 3.61 -3.34 -3.69
C 1.23 -3.31 -1.25
H -3.60 0.06 3.50
C 3.10 -3.62 -2.79
H -2.28 5.61 -1.09
C 2.99 -4.96 -0.83
H -4.83 4.45 -0.71
C -4.33 3.99 -1.58
C 1.92 -2.99 -2.43
C -1.88 4.57 -1.11
C -4.01 -4.12 -1.31
H -4.37 4.79 -2.32
C 4.10 0.75 -1.37
C -3.73 -5.50 -1.33
C -1.61 -3.66 -0.94
H -1.46 2.13 4.80
```

Frontier orbital gap (alpha / beta): 3.7 / 5.4 eV
Energy relative to the best compared isomer or geometry (same formula, charge and spin): 249.3 kJ/mol
Spin multiplicity: 8
Net charge: 0
HOMO (alpha / beta): -3.58 / -5.66 eV
Expectation value of S²: 15.78
Largest force on an atom: 3.67 eV Å⁻¹

# C33H35F5MnN4P2

A molecular structure, C33H35F5MnN4P2 (ωB97M-V/def2-TZVPD, the Open Molecules 2025 dataset).

```
80
C33H35F5MnN4P2 (ωB97M-V/def2-TZVPD)
C 3.56 -1.78 2.07
H -3.39 -2.90 0.77
N 2.02 -2.07 -2.20
C 1.85 4.88 -1.88
H -1.02 1.99 -1.92
H 4.87 -3.31 -3.43
C 3.85 -3.10 -3.11
F 3.77 0.96 -0.29
H -5.77 -1.29 -0.12
Mn 0.58 -0.31 1.60
C -2.25 4.25 2.19
H -2.80 0.83 1.75
H 4.00 -1.18 -1.97
C 3.07 -0.81 1.20
C 1.59 -3.24 -2.85
C 5.79 -1.68 1.17
H -5.41 0.45 -1.15
H 2.04 5.45 -2.78
C -4.76 -0.22 1.48
C -1.18 -3.67 0.58
N 1.16 3.23 -0.49
H 2.28 3.83 1.26
H -5.68 0.40 1.50
H -4.58 -0.52 2.52
C -3.89 -0.83 -2.00
C -3.76 -2.10 0.13
H -3.03 2.01 -0.43
C -3.56 1.07 -0.23
C 1.96 1.16 2.39
H -4.77 -1.32 -2.47
C -4.34 0.52 -1.41
H 0.45 0.37 -2.95
C 1.06 3.75 -1.78
F 7.06 -2.12 1.12
C 5.37 -0.65 0.33
H -3.20 -0.66 -2.84
C -0.89 2.50 2.67
H -2.52 -2.46 -1.51
C -5.03 -1.52 0.67
H 2.39 0.46 3.12
F 6.24 -0.09 -0.54
H -2.02 3.45 4.28
N 0.41 -2.24 -0.18
C -0.67 1.18 -1.26
C 2.47 5.08 -0.60
H 0.54 -3.50 -2.87
H -0.88 -0.68 -2.42
C -1.76 3.42 3.24
H -0.89 -3.35 2.75
C -0.57 -3.09 -0.54
H -0.80 -3.22 -1.59
C 2.68 -3.89 -3.40
C 2.02 4.07 0.24
H 2.67 -4.83 -3.95
H 1.49 -2.45 1.72
C 4.89 -2.23 2.08
H -0.30 1.73 3.14
H -1.57 0.78 -0.78
H 1.63 2.08 2.89
H -4.29 1.28 -2.22
F 5.28 -3.17 2.97
F 2.78 -2.36 3.06
H 2.75 1.41 1.68
H -5.51 -2.24 1.35
C -3.24 -1.79 -1.06
P 0.30 1.81 0.17
H 0.47 3.22 -2.52
C -0.07 -0.01 -2.05
H -1.99 -4.37 0.52
C -1.64 3.83 1.00
C -3.56 0.57 1.01
H 3.20 5.84 -0.35
H -2.99 5.03 2.30
C -0.60 -3.15 1.72
H -1.72 4.22 0.00
P 1.25 -0.94 -1.11
C 3.43 -2.00 -2.37
C 0.51 -2.30 1.30
C 4.04 -0.19 0.41
N -0.81 2.75 1.29
```

Frontier orbital gap (alpha / beta): 6.1 / 6.6 eV
Spin multiplicity: 6
Net charge: 0
HOMO (alpha / beta): -6.51 / -7.52 eV
Expectation value of S²: 8.79
Largest force on an atom: 4.04 eV Å⁻¹